(1)
C4H4N2 | ωB97M-V with the def2-TZVPD basis set

Geometry as XYZ:
```
10
C4H4N2 ωB97M-V with the def2-TZVPD basis set
C 0.45 0.96 -0.51
C 0.87 -0.40 -0.05
N 0.65 -1.85 -0.14
N -0.56 -1.87 0.21
C -0.85 -0.44 0.07
C -0.49 0.96 0.47
H 0.86 1.68 -1.21
H 1.54 -0.32 0.82
H -1.52 -0.42 -0.80
H -0.94 1.69 1.14
```

Energy relative to the best compared isomer or geometry (same formula, charge and spin) in kcal/mol: 195.8
E in Eh: -264.014386
Multiplicity: 1
HOMO-LUMO gap in Ha: 0.3403
HOMO energy in eV: -8.81

Atom charges from the Mulliken analysis, given in e for atoms 1 to 2: -0.386, 0.048

---

(2)
C4H4N2 | ωB97M-V with the def2-TZVPD basis set

Geometry as XYZ:
```
10
C4H4N2 ωB97M-V with the def2-TZVPD basis set
C 1.60 1.15 -0.13
C 2.87 0.87 0.16
C 2.43 -1.15 0.03
C -0.23 -0.60 0.31
N 3.42 -0.34 0.10
N 1.02 -0.11 -0.19
H 1.07 2.00 -0.22
H -0.92 0.16 0.69
H -0.80 -1.07 -0.57
H -0.08 -1.34 0.99
```

Energy relative to the best compared isomer or geometry (same formula, charge and spin) in kcal/mol: 155.9
E in Eh: -264.077964
Multiplicity: 1
HOMO-LUMO gap (spin up / spin down) in Ha: 0.2955 / 0.2570
HOMO energy (spin up / spin down) in eV: -8.97 / -8.92

Atom charges from the Mulliken analysis, given in e for atoms 1 to 2: -0.234, 0.080

---

(3)
C4H4N2 | ωB97M-V with the def2-TZVPD basis set

Geometry as XYZ:
```
10
C4H4N2 ωB97M-V with the def2-TZVPD basis set
C 0.00 0.64 0.74
C -0.91 -0.20 0.18
C -0.49 -0.76 -0.96
C 0.92 -0.32 -1.04
H 0.60 1.43 2.17
H -1.89 -0.48 0.58
H -0.93 -1.15 -1.81
H 1.68 -0.70 -1.67
N -0.19 1.06 1.91
N 1.20 0.48 -0.10
```

Energy relative to the best compared isomer or geometry (same formula, charge and spin) in kcal/mol: 55.1
SMILES: [H]/N=C1/C=CC=N1
E in Eh: -264.238607
Multiplicity: 1
HOMO-LUMO gap in Ha: 0.3282
HOMO energy in eV: -9.84

Atom charges from the Mulliken analysis, given in e for atoms 1 to 2: 0.291, -0.237

---

(4)
C4H4N2 | ωB97M-V with the def2-TZVPD basis set

Geometry as XYZ:
```
10
C4H4N2 ωB97M-V with the def2-TZVPD basis set
C 0.52 1.26 0.78
C 0.04 0.26 0.07
C -0.85 -0.79 0.50
C 0.36 -0.37 -1.30
H 0.30 1.34 1.87
H 1.29 2.05 0.41
H -1.36 -0.63 1.48
H 1.03 0.04 -1.98
N -1.06 -1.71 -0.33
N -0.28 -1.46 -1.48
```

Energy relative to the best compared isomer or geometry (same formula, charge and spin) in kcal/mol: 54.9
SMILES: C=C1C=NN=C1
E in Eh: -264.239004
Multiplicity: 1
HOMO-LUMO gap in Ha: 0.3456
HOMO energy in eV: -10.19

Atom charges from the Mulliken analysis, given in e for atoms 1 to 2: -0.619, 0.785